Molecular formula: C30H34N6O5RuS
Method: DFT, the ωB97M-V functional and the def2-TZVPD basis

```
77
Properties=species:S:1:pos:R:3:forces:R:3:lowdin_spin:R:1
Ru -0.91063 1.07906 0.10903 0.6 -0.2 -2.3 0.74
N -5.34554 0.54711 5.03208 0.0 0.0 -0.1 0.00
C -4.45690 1.20253 4.23610 0.0 0.0 0.0 0.00
C -4.64044 2.55991 3.92819 -0.1 0.0 0.0 0.00
C -3.73995 3.22709 3.12914 0.1 0.0 -0.1 0.00
C -2.64086 2.54944 2.60968 0.0 0.0 0.1 0.00
C -2.45916 1.19471 2.88651 0.0 0.2 0.1 0.00
C -3.35181 0.52677 3.69095 -0.1 -0.1 0.0 0.00
S -1.43204 3.43680 1.72235 -0.2 0.0 0.3 0.00
O -1.40908 4.79482 2.13803 -0.1 0.1 -0.1 0.02
O -0.17357 2.67577 1.82619 -0.1 -0.5 -0.1 0.06
N -1.86336 3.15189 0.17432 -0.2 -0.8 0.3 0.13
C -0.97324 3.55260 -0.79166 0.1 0.4 -0.3 0.01
N -0.56708 4.79841 -0.94850 0.0 0.2 -0.1 0.00
C 0.28418 5.01164 -1.94299 -0.1 -0.1 0.0 0.00
C 0.73088 3.99742 -2.79459 -0.2 0.1 0.1 0.00
C 0.28494 2.72603 -2.52815 0.1 -0.6 -0.1 0.00
N -0.57060 2.50546 -1.52226 0.4 -0.5 1.5 -0.01
H -6.06302 1.06011 5.51021 0.0 0.0 0.0 0.00
H -5.14353 -0.37944 5.35853 0.0 0.0 0.0 0.00
H -5.49346 3.08602 4.33843 0.0 0.0 0.0 0.00
H -3.86631 4.27991 2.91089 0.0 0.0 0.1 0.00
H -1.57662 0.67424 2.51978 0.0 -0.1 0.2 0.00
H -3.20073 -0.51906 3.92881 0.0 0.0 0.0 0.00
H 0.62616 6.03388 -2.05893 0.0 0.0 0.0 0.00
H 1.40188 4.19757 -3.61549 0.0 0.0 0.0 0.00
H 0.59156 1.85835 -3.10058 0.0 0.0 0.1 0.00
C -5.52039 0.82110 -0.55996 0.1 -0.1 0.0 0.00
C -4.12987 1.36274 -0.80245 -0.4 0.0 0.1 0.00
O -3.12738 0.41486 -0.33953 0.4 0.8 0.0 0.03
H -6.25929 1.55219 -0.88973 0.0 0.0 0.0 0.00
H -5.67162 0.63168 0.50328 0.0 0.0 0.0 0.00
H -5.68480 -0.10855 -1.10661 0.0 0.0 0.0 0.00
H -3.97226 2.27836 -0.24513 0.1 0.0 0.0 0.00
H -3.96845 1.57257 -1.86121 0.1 0.0 0.0 0.00
H -2.97320 -0.21409 -1.06045 0.2 0.0 0.0 0.00
C 5.00034 -2.79143 -4.70113 -0.1 0.0 0.0 0.00
C 4.10063 -2.17133 -3.66255 0.0 0.0 0.0 0.00
C 4.01692 -0.78571 -3.56916 0.0 0.1 -0.1 0.00
C 3.24384 -0.19499 -2.58688 0.0 0.0 0.1 0.00
C 2.55697 -0.98202 -1.67710 0.1 0.1 0.0 0.00
C 2.61388 -2.36732 -1.77047 0.0 -0.1 0.2 0.00
N 2.00010 -3.18610 -0.81009 -0.1 0.0 -0.1 0.00
C 1.07509 -2.85234 0.18033 0.1 0.0 -0.1 0.00
C 1.26527 -3.41041 1.45138 -0.1 0.1 0.0 0.00
C 0.37835 -3.17056 2.48570 0.1 -0.1 0.0 0.00
C -0.71962 -2.34750 2.28218 -0.1 0.1 0.1 0.00
C -0.91435 -1.77904 1.03531 0.1 -0.2 -0.1 0.00
C -0.04278 -2.03178 -0.02836 -0.1 0.0 0.0 0.01
C -0.41380 -1.51896 -1.39659 0.2 -0.2 0.6 0.00
O -0.32521 -2.22876 -2.36117 -0.2 0.3 -0.3 0.00
O -0.88176 -0.27253 -1.44800 0.0 0.5 0.9 -0.01
C 3.37075 -2.97553 -2.78115 -0.1 0.0 -0.1 0.00
C 3.39278 -4.47704 -2.90900 0.1 0.1 0.0 0.00
H 5.61469 -2.03014 -5.17799 0.0 0.0 0.0 0.00
H 4.42213 -3.29383 -5.48004 0.0 0.0 0.0 0.00
H 5.66064 -3.53343 -4.25032 0.0 0.0 0.0 0.00
H 4.56506 -0.17030 -4.27206 0.0 0.0 0.0 0.00
H 3.19601 0.88619 -2.50956 0.0 0.0 0.0 0.00
H 1.99914 -0.52361 -0.87879 0.0 -0.1 -0.2 0.00
H 2.36000 -4.12127 -0.74610 0.1 0.0 0.1 0.00
H 2.14371 -4.02271 1.61908 0.0 0.0 0.0 0.00
H 0.54285 -3.63104 3.45152 0.0 0.0 0.0 0.00
H -1.43515 -2.18188 3.07790 0.0 0.0 0.0 0.00
H -1.82191 -1.20779 0.85379 -0.1 0.0 0.0 0.00
H 2.43911 -4.91761 -2.61680 0.0 0.0 0.0 0.00
H 4.18656 -4.92216 -2.29929 0.0 0.0 0.0 0.00
H 3.57840 -4.77253 -3.93908 0.0 0.0 0.0 0.00
C 3.89842 -0.82135 1.89936 -0.1 0.0 0.0 0.00
C 3.45810 0.63967 1.70227 0.0 -0.2 0.1 0.00
C 2.09231 0.66881 1.19597 0.1 -0.3 0.2 0.01
N 1.03242 0.54876 0.78501 -0.7 1.1 -0.7 0.00
H 4.93490 -0.84926 2.22788 0.0 0.0 0.0 0.00
H 3.80892 -1.37403 0.96411 0.0 0.0 0.0 0.00
H 3.27741 -1.30939 2.64902 0.0 0.0 0.0 0.00
H 4.10437 1.14786 0.98615 -0.1 0.0 -0.1 0.00
H 3.49007 1.19448 2.64038 0.0 0.1 0.0 0.00
```
Forces are in eV/Å.

The calculation puts the orbital gap (spin up / spin down) at 5.2135 / 5.5277 eV. Its total charge is +1. As for the maximum force: 2.36 eV/Å. Its multiplicity is 2. The HOMO energy (spin up / spin down) comes out at -9.90 / -9.89 eV. The energy above the lowest of the compared OMol25 structures with the same formula, charge and spin is 0.782 eV.


Molecular formula: C41H39MgN5O2S2Sb
Method: DFT, the ωB97M-V functional and the def2-TZVPD basis

```
91
Properties=species:S:1:pos:R:3:forces:R:3:lowdin_charge:R:1
Mg 1.24826 -0.82230 1.80101 -0.1 0.6 -0.6 0.51
O 2.11058 -3.51213 4.35516 0.1 -0.1 0.2 0.04
C 1.67819 -2.44797 3.92863 0.0 0.3 -0.2 -0.52
N 2.33810 -1.42406 3.34619 -0.1 -0.7 0.3 -0.05
C 3.76097 -1.63000 3.17938 -0.1 0.1 -0.1 -0.16
C 4.15487 -1.64362 1.71774 -0.2 0.1 0.0 -0.23
C 5.43044 -2.04061 1.32895 0.0 0.0 0.0 -0.01
C 5.77199 -2.01207 -0.00620 0.0 0.0 0.0 -0.04
C 4.83395 -1.56759 -0.93265 0.1 0.0 0.0 -0.05
C 3.59432 -1.18557 -0.47500 -0.1 0.0 0.1 -0.15
N 3.24411 -1.22983 0.82270 0.1 -0.1 0.2 0.04
C 0.18156 -2.19047 4.02226 0.0 0.2 -0.2 -0.18
C -0.54149 -2.63153 5.11678 0.0 -0.1 0.0 0.02
C -1.88299 -2.30633 5.19706 0.0 0.0 0.0 -0.03
C -2.46614 -1.57156 4.17190 0.0 0.0 0.0 -0.04
C -1.68396 -1.19627 3.10180 0.1 -0.1 -0.2 -0.18
N -0.38285 -1.49833 3.01732 0.2 0.1 0.4 0.05
H 4.08863 -2.55665 3.65347 0.0 0.0 0.0 0.12
H 4.30704 -0.80873 3.65484 0.0 0.0 0.0 0.13
H 6.13325 -2.37172 2.08261 0.0 0.0 0.0 0.13
H 6.75661 -2.32659 -0.32763 0.0 0.0 0.0 0.12
H 5.06172 -1.51467 -1.98794 0.0 0.0 0.0 0.11
H 2.83799 -0.81160 -1.15295 0.0 0.0 0.0 0.05
H -0.03186 -3.20844 5.87544 0.0 0.0 0.0 0.13
H -2.47089 -2.61229 6.05272 0.0 0.0 0.0 0.12
H -3.50924 -1.28938 4.20071 0.0 0.0 0.0 0.11
H -2.09463 -0.62280 2.27930 0.0 0.0 0.0 0.08
C -2.28887 6.17342 2.64763 0.0 0.0 0.0 -0.10
C -1.23937 6.32699 1.55089 0.0 0.0 0.0 -0.24
C 0.14082 5.82592 1.96203 -0.1 -0.2 0.0 -0.16
N 0.10952 4.43783 2.45068 0.1 0.0 0.0 0.04
C -0.24873 3.32553 1.83048 -0.1 -0.2 -0.2 -0.80
S -0.69972 1.93208 2.67518 0.2 0.1 0.1 0.64
N -0.35384 3.28795 0.44347 -0.1 0.2 0.1 0.07
C 0.56335 3.72312 -0.51685 0.1 -0.1 0.0 -0.43
O 1.61889 4.24126 -0.24509 -0.1 0.2 0.2 0.10
C 0.15701 3.43215 -1.93013 -0.1 0.1 0.1 -0.17
C 1.16093 3.42872 -2.89324 0.0 0.0 0.0 -0.02
C 0.84621 3.19686 -4.22252 0.0 0.0 0.0 -0.07
C -0.47496 2.97855 -4.59600 0.0 0.0 0.0 -0.08
C -1.47900 2.98578 -3.63757 0.0 0.0 0.0 -0.07
C -1.16524 3.20981 -2.30420 0.0 0.0 0.0 -0.03
H -3.19471 6.72809 2.40536 0.0 0.0 0.0 0.07
H -1.91589 6.55314 3.60245 0.0 0.0 0.0 0.08
H -2.56917 5.12849 2.79226 0.0 0.0 0.0 0.07
H -1.13233 7.37691 1.26988 0.0 0.0 0.0 0.11
H -1.56012 5.79820 0.64969 0.0 0.0 0.0 0.10
H 0.51898 6.41726 2.79539 0.0 0.0 0.0 0.13
H 0.85108 5.90958 1.15050 0.2 0.0 -0.2 0.10
H 0.13817 4.30901 3.45160 0.0 0.0 0.0 0.12
H -0.87646 2.47033 0.15619 0.0 0.0 0.0 0.04
H 2.18028 3.61710 -2.58278 0.0 0.0 0.0 0.12
H 1.62964 3.20105 -4.96963 0.0 0.0 0.0 0.11
H -0.72438 2.81558 -5.63689 0.0 0.0 0.0 0.11
H -2.50988 2.83434 -3.92787 0.0 0.0 0.0 0.10
H -1.96302 3.24074 -1.57138 0.0 0.0 0.0 0.12
S 0.47737 0.24385 -0.36509 -0.2 -0.2 0.1 0.21
Sb -0.69431 -1.49377 -1.29430 0.2 0.1 0.0 1.36
C -0.63007 -3.10718 0.03312 -0.1 0.0 0.1 -0.37
C 0.61850 -3.69225 0.25402 0.0 0.1 0.2 -0.13
C 0.77566 -4.59010 1.30119 0.1 0.0 0.0 -0.05
C -0.30478 -4.90479 2.11581 -0.1 0.0 0.0 -0.05
C -1.55126 -4.34352 1.87513 0.0 -0.1 0.0 -0.07
C -1.71785 -3.43472 0.83956 0.1 -0.1 -0.2 -0.12
C -2.62730 -0.87348 -1.78446 0.0 0.0 0.0 -0.35
C -3.56790 -0.58719 -0.79664 0.0 0.0 -0.1 -0.12
C -4.79945 -0.06374 -1.16058 0.0 0.0 0.0 -0.07
C -5.08440 0.17601 -2.49955 0.0 0.0 0.0 -0.06
C -4.14407 -0.10758 -3.47950 0.0 0.0 0.0 -0.07
C -2.90702 -0.63164 -3.12636 -0.1 0.0 0.1 -0.11
C 0.27484 -2.01557 -3.06738 0.0 0.0 0.0 -0.37
C 0.84722 -0.98592 -3.81072 0.1 -0.1 0.0 -0.13
C 1.51883 -1.29434 -4.98527 0.0 0.0 0.0 -0.07
C 1.62652 -2.61610 -5.40001 0.0 0.0 0.0 -0.06
C 1.06112 -3.63848 -4.64982 0.0 0.0 0.0 -0.07
C 0.37663 -3.34157 -3.47861 0.0 0.1 -0.1 -0.11
H 1.46881 -3.44297 -0.37251 0.0 0.0 0.0 0.10
H 1.74428 -5.03456 1.48720 0.0 0.0 0.0 0.12
H -0.17223 -5.58449 2.94732 0.0 0.0 0.0 0.12
H -2.39245 -4.59954 2.50592 0.0 0.0 0.0 0.12
H -2.69235 -2.99633 0.66624 0.0 0.0 0.0 0.10
H -3.35077 -0.75924 0.25124 0.0 0.0 0.0 0.08
H -5.53518 0.16084 -0.39958 0.0 0.0 0.0 0.11
H -6.04644 0.58502 -2.77913 0.0 0.0 0.0 0.11
H -4.37485 0.07127 -4.52224 0.0 0.0 0.0 0.11
H -2.17687 -0.85535 -3.89520 0.0 0.0 0.0 0.10
H 0.79103 0.04402 -3.47391 0.0 0.0 0.0 0.08
H 1.96426 -0.50052 -5.57079 0.0 0.0 0.0 0.11
H 2.15749 -2.85139 -6.31320 0.0 0.0 0.0 0.11
H 1.15041 -4.66642 -4.97559 0.0 0.0 0.0 0.11
H -0.07112 -4.14097 -2.89944 0.0 0.0 0.0 0.10
```
Forces are in eV/Å.

The calculation puts the orbital gap at 8.2220 eV. Its total charge is +1. As for the maximum force: 0.88 eV/Å. The HOMO energy comes out at -10.53 eV. The energy above the lowest of the compared OMol25 structures with the same formula, charge and spin is 0.761 eV.


Molecular formula: C7H8O3
Method: DFT, the ωB97M-V functional and the def2-TZVPD basis

```
18
Properties=species:S:1:pos:R:3:forces:R:3:lowdin_charge:R:1
C -1.24780 -1.78647 0.82574 0.2 -0.4 -0.2 -0.10
C -0.87940 -1.42919 -0.64892 -0.6 0.5 0.4 -0.23
C -0.81616 0.11144 -0.85824 0.1 -1.0 0.6 -0.14
C 0.44359 0.76022 -0.30928 -1.5 0.7 -0.4 -0.10
C 0.47425 2.05609 -0.01020 1.8 -0.8 0.4 0.11
C 1.85833 2.29371 0.53729 -1.2 -0.8 -0.3 -0.45
O 2.32318 3.29351 0.90404 1.1 2.3 0.8 0.19
O 2.58659 1.10844 0.60449 -1.0 0.1 -0.5 0.15
C 1.78541 0.15475 0.01443 -1.3 2.5 0.2 -0.42
O 2.14866 -0.91787 -0.20686 1.2 -3.4 -0.5 0.21
H -2.19028 -2.35098 0.84761 0.2 0.3 0.1 0.07
H -0.50091 -2.44574 1.29063 -0.1 0.3 -0.1 0.07
H -1.36313 -0.90205 1.46761 0.0 -0.2 -0.2 0.07
H 0.06624 -1.90135 -0.92972 -0.4 0.0 -0.2 0.09
H -1.71640 -1.78388 -1.26465 0.5 -0.1 -0.1 0.10
H -1.65148 0.52176 -0.26690 0.2 0.1 -0.3 0.12
H -1.03262 0.39878 -1.89624 0.5 -0.1 0.2 0.12
H -0.28808 2.81883 -0.10082 0.2 -0.1 0.0 0.14
```
Forces are in eV/Å.

The calculation puts the orbital gap at 10.2297 eV. The SMILES is CCCC1=CC(=O)OC1=O. As for the maximum force: 3.62 eV/Å. The HOMO energy comes out at -10.77 eV. The energy above the lowest of the compared OMol25 structures with the same formula, charge and spin is 0.411 eV.


Molecular formula: C5H12NO2
Method: DFT, the ωB97M-V functional and the def2-TZVPD basis

```
20
Properties=species:S:1:pos:R:3:forces:R:3:lowdin_charge:R:1
O 0.53738 1.11750 2.36254 -0.5 0.1 0.6 0.14
C -0.22057 0.61838 1.57300 1.6 0.3 -1.0 -0.48
O -1.52217 0.70504 1.49575 -0.3 -0.5 0.0 0.19
C 0.37556 -0.25513 0.44631 -0.8 0.1 1.0 -0.19
C 0.01314 0.09986 -0.97886 -0.3 -1.3 -1.3 -0.15
C -0.40708 -1.14991 -1.81956 -1.5 1.1 -0.4 -0.22
C -0.76728 -0.64641 -3.25094 0.3 -0.3 0.3 -0.09
N 1.85330 -0.30763 0.68315 -0.1 0.7 0.3 0.25
H -1.90915 0.95176 2.34631 -0.1 0.5 0.2 0.16
H -0.01077 -1.23208 0.75967 0.1 -0.2 -0.6 0.17
H 0.83113 0.48822 -1.59048 0.5 0.3 0.6 0.12
H -0.75940 0.86278 -1.05183 -0.2 -0.1 0.3 0.13
H 0.31635 -1.95956 -1.77896 0.3 0.1 -0.1 0.11
H -1.36256 -1.55047 -1.46536 0.3 -0.1 0.6 0.11
H -0.37893 0.36049 -3.40662 0.2 -0.1 -0.2 0.07
H -1.84632 -0.56172 -3.37184 0.0 -0.1 0.1 0.08
H -0.39658 -1.31495 -4.02493 0.0 0.1 0.0 0.08
H 2.16549 -1.26246 0.75842 0.5 -0.4 -0.2 0.18
H 2.07987 0.19512 1.55685 -0.4 -0.1 0.3 0.16
H 2.35399 0.21624 -0.02827 0.2 -0.3 -0.4 0.17
```
Forces are in eV/Å.

The calculation puts the orbital gap at 11.6281 eV. Its total charge is +1. The SMILES is CCC[C@@H]([NH3+])C(=O)O. As for the maximum force: 1.93 eV/Å. The HOMO energy comes out at -15.13 eV. The energy above the lowest of the compared OMol25 structures with the same formula, charge and spin is 0.368 eV.


Molecular formula: C11H34O6
Method: DFT, the ωB97M-V functional and the def2-TZVPD basis

```
51
Properties=species:S:1:pos:R:3:forces:R:3:lowdin_charge:R:1
C -12.03226 -3.73537 -3.35676 0.7 0.0 0.6 -0.11
O -11.84195 -5.06369 -3.88890 -0.2 0.6 -0.1 -0.14
H -12.12123 -3.00813 -4.16380 -0.4 -0.3 0.0 0.07
H -12.82480 -3.65714 -2.61254 -0.4 -0.2 -0.5 0.09
H -11.14638 -3.44592 -2.79148 0.3 0.0 0.0 0.08
H -12.22695 -5.70981 -3.29232 0.0 0.0 0.1 0.09
C -11.14463 -3.41142 -6.75248 0.2 -0.7 -1.7 -0.07
C -11.07583 -3.86031 -8.25945 -0.1 0.9 1.0 -0.31
O -12.15624 -3.34899 -8.99957 -0.3 0.6 -0.6 -0.09
H -12.12969 -3.70831 -6.39246 0.3 -0.2 0.5 0.06
H -11.03935 -2.33196 -6.64387 -0.1 0.0 -0.3 0.08
H -10.27483 -3.87005 -6.28216 -0.4 -0.2 0.6 0.06
H -11.05235 -4.93705 -8.42727 0.3 -0.2 0.5 0.11
H -10.17287 -3.41302 -8.67504 0.0 -0.2 -0.3 0.11
H -12.96424 -3.83294 -8.81377 0.1 -0.1 0.2 0.08
C -7.44520 -9.92633 -1.19484 -0.4 0.6 -0.3 -0.08
C -7.04639 -10.71928 -2.43401 -0.4 -0.3 0.1 -0.30
O -7.84419 -10.31200 -3.56075 -0.2 0.5 0.7 -0.10
H -6.98599 -10.25726 -0.26333 0.4 -0.2 -0.3 0.08
H -8.51452 -9.93959 -0.98391 -0.1 -0.2 -0.4 0.08
H -7.17353 -8.88382 -1.36060 0.0 0.1 0.2 0.05
H -7.23196 -11.77743 -2.24965 0.2 -0.2 0.0 0.10
H -5.98021 -10.55954 -2.59480 0.1 -0.1 -0.3 0.10
H -7.50443 -10.54482 -4.42790 0.5 -0.3 0.3 0.08
C -8.79325 -7.27047 -3.96218 0.7 0.6 0.5 -0.06
C -8.31771 -5.85770 -4.21349 -0.3 -1.1 -1.5 -0.34
O -9.04704 -5.04801 -3.38100 0.2 1.8 1.1 -0.09
H -9.88250 -7.23553 -3.98273 0.0 -0.5 -0.7 0.08
H -8.59264 -7.45582 -2.90696 0.4 -0.6 -0.1 0.07
H -8.27341 -7.94164 -4.64585 -0.5 -0.5 0.3 0.07
H -8.52852 -5.61092 -5.25404 0.0 0.2 -0.4 0.11
H -7.24337 -5.70604 -4.10910 0.0 0.0 0.5 0.10
H -9.96901 -5.04164 -3.64844 -0.5 -0.2 -0.1 0.04
C -4.73818 -7.59518 -4.48340 -0.2 0.6 -1.4 -0.05
C -4.82223 -7.00141 -5.93604 0.0 -0.8 0.4 -0.30
O -3.88831 -5.94242 -6.16424 -0.2 -0.1 0.6 -0.08
H -3.71599 -7.92318 -4.29456 0.0 0.5 0.3 0.08
H -5.34928 -8.48603 -4.33836 -0.2 0.0 -0.5 0.05
H -5.15118 -6.86320 -3.78932 0.6 0.1 0.2 0.05
H -5.82095 -6.63603 -6.17512 -0.3 0.0 0.4 0.09
H -4.61820 -7.76446 -6.68719 0.0 -0.4 0.1 0.10
H -4.20908 -5.50995 -6.95902 0.2 0.2 0.0 0.08
C -6.14064 -5.67809 -1.16085 -0.4 -0.6 0.4 -0.10
C -6.63170 -4.26232 -1.06688 0.3 0.4 0.4 -0.33
O -8.05443 -4.26685 -1.03139 1.0 0.6 0.5 -0.08
H -6.50022 -6.15651 -0.24985 0.1 -0.4 0.0 0.08
H -5.07064 -5.86396 -1.25389 0.0 0.4 -0.1 0.08
H -6.66744 -6.14336 -1.99397 0.2 -0.2 -0.1 0.04
H -6.17678 -3.65915 -1.85259 -0.4 0.2 -0.5 0.11
H -6.26757 -3.78661 -0.15628 -0.2 -0.1 0.2 0.11
H -8.33484 -4.62888 -1.87513 -0.6 0.0 -0.4 0.01
```
Forces are in eV/Å.

The calculation puts the orbital gap at 10.0894 eV. The SMILES is CCO.CCO.CCO.CCO.CCO.CO. As for the maximum force: 2.12 eV/Å. The HOMO energy comes out at -9.58 eV. The energy above the lowest of the compared OMol25 structures with the same formula, charge and spin is 2.678 eV.


Molecular formula: C4H7NO2
Method: DFT, the ωB97M-V functional and the def2-TZVPD basis

```
14
Properties=species:S:1:pos:R:3:forces:R:3:lowdin_charge:R:1
C 0.31257 -1.09379 -1.51028 -0.1 -0.1 -0.1 0.00
C -0.03006 -0.91053 -0.05985 -0.2 -0.1 0.0 -0.50
N -1.02146 -1.34064 0.59156 0.3 0.1 -0.2 0.18
O 0.91853 -0.12481 0.53877 0.1 0.0 -0.2 -0.07
C 0.43853 0.92301 1.37110 -0.1 0.1 0.2 -0.15
C -0.29319 1.89802 0.46409 -0.4 0.1 0.0 -0.24
O -1.45679 2.19142 0.57802 0.6 0.0 0.0 0.07
H 1.22013 -1.69268 -1.61847 -0.1 0.0 0.0 0.09
H -0.50680 -1.56130 -2.05806 0.1 0.0 0.1 0.08
H 0.51611 -0.10917 -1.94173 0.0 -0.2 0.0 0.08
H -1.61846 -1.91066 -0.00499 0.0 0.1 0.1 0.06
H -0.22128 0.57728 2.16641 0.0 -0.1 -0.1 0.12
H 1.34008 1.38281 1.78575 -0.2 0.0 0.0 0.13
H 0.32737 2.28033 -0.37838 -0.2 0.0 0.1 0.13
```
Forces are in eV/Å.

The calculation puts the orbital gap at 10.6490 eV. The SMILES is [H]/N=C(\C)OCC=O. As for the maximum force: 0.63 eV/Å. The HOMO energy comes out at -9.87 eV. The energy above the lowest of the compared OMol25 structures with the same formula, charge and spin is 1.751 eV.